# 1
A 2-piece molecular cluster, C2H6NO2 overall, computed with ωB97M-V/def2-TZVPD.

Net charge: +1
Total energy in eV: -7747.007

Geometry as XYZ:
```
11
Properties=species:S:1:pos:R:3:forces:R:3
C -1.1422 0.5112 -0.9582 0.333 -1.802 1.727
C -0.1551 0.4221 0.1144 -1.364 1.305 0.220
N 0.0900 0.6250 1.3698 -2.231 -1.407 0.018
O 0.1691 1.1948 -0.8599 0.436 0.061 -1.237
O 1.0391 -1.3769 -0.2262 -1.547 -0.836 0.283
H -1.2373 -0.3283 -1.6382 0.354 0.319 -0.211
H -2.0430 0.9981 -0.6368 -0.149 0.973 -0.532
H 0.9601 0.8615 1.7000 2.547 1.151 0.529
H 0.9975 -2.2965 -0.5766 0.552 1.132 0.136
H -0.5175 0.2947 2.1057 -0.200 -0.523 -0.294
H 1.8395 -0.9056 -0.3938 1.269 -0.373 -0.638
```
Forces are in eV/Å.

Löwdin analysis output, partial charges in e:
1. C 0.11
2. C -0.35
3. N 0.29
4. O 0.17
5. O 0.01
6. H 0.14
7. H 0.14
8. H 0.12
9. H 0.13
10. H 0.16
11. H 0.07

---

# 2
C21H21BF5IrN9O5STe as an isolated structure, computed with ωB97M-V/def2-TZVPD.

Total energy in eV: -80994.870
<S²>: 0.77
2S+1: 2

Geometry as XYZ:
```
65
Properties=species:S:1:pos:R:3:forces:R:3
Ir 0.8506 1.3351 0.1257 -1.085 0.434 -0.228
C 1.5522 -1.6690 -2.8890 -0.023 0.099 0.095
C 1.9808 -0.7429 -1.9353 0.017 -0.288 -0.421
N 0.9128 -0.1336 -1.4202 0.598 0.317 0.703
N -0.1895 -0.6285 -2.0123 0.127 -0.118 0.207
C 0.1770 -1.5572 -2.9113 0.164 -0.097 -0.100
B -1.5416 0.0400 -1.7790 -0.483 -0.051 -0.251
N -1.9217 -0.0282 -0.2940 -0.136 -0.361 -0.142
C -3.1327 -0.2139 0.2575 -0.019 0.073 0.224
C -3.0606 0.1368 1.5921 0.100 0.034 0.003
C -1.7420 0.5531 1.7745 -0.156 0.053 0.263
N -1.0699 0.4306 0.6355 0.886 0.906 0.535
N -1.3396 1.5366 -2.0557 -0.280 0.121 -0.501
C -1.9610 2.4151 -2.8627 0.202 0.116 0.235
C -1.4312 3.6732 -2.6294 -0.012 -0.060 0.003
C -0.4724 3.4838 -1.6420 0.210 0.323 0.065
N -0.4258 2.1944 -1.3160 1.039 -0.237 0.788
N -2.6049 -0.6580 -2.6028 -0.055 -0.260 0.040
C -2.9535 -1.9677 -2.4242 0.090 0.160 0.121
C -3.8123 -2.3155 -3.4287 -0.143 0.037 -0.251
C -3.9391 -1.1371 -4.2037 0.088 -0.082 0.179
N -3.2132 -0.1516 -3.7059 0.108 -0.091 0.049
H 2.1746 -2.3191 -3.4833 -0.086 0.085 0.053
H 2.9811 -0.4819 -1.6229 -0.221 -0.215 -0.091
H -0.5519 -2.0701 -3.5196 -0.026 0.119 0.081
H -3.9694 -0.5632 -0.3280 0.142 0.011 -0.010
H -3.8500 0.1205 2.3271 0.097 -0.029 -0.097
H -1.2707 0.9372 2.6654 -0.010 0.046 -0.177
H -2.7317 2.0751 -3.5300 0.003 -0.072 -0.024
H -1.7040 4.5975 -3.1131 0.036 -0.099 0.093
H 0.1661 4.2009 -1.1456 -0.038 -0.147 -0.047
H -2.5617 -2.5458 -1.5953 -0.045 0.115 -0.134
H -4.2818 -3.2734 -3.5949 0.052 0.125 0.043
H -4.5280 -0.9790 -5.0974 0.075 0.016 0.128
C -1.1433 -4.1828 1.3440 0.105 0.103 0.082
C -0.2740 -3.0111 1.7275 -0.077 -0.063 -0.141
C 0.8622 -2.7007 0.9776 -0.046 0.046 0.028
C 1.6788 -1.6378 1.3212 0.099 -0.109 0.080
C 1.3335 -0.8552 2.4224 0.167 -0.364 -0.005
C 0.2441 -1.1836 3.2161 0.104 0.135 0.189
C -0.5613 -2.2486 2.8557 -0.032 -0.071 -0.003
S 2.3768 0.4563 2.9557 -0.776 0.653 0.628
O 2.1286 0.6894 4.3446 0.301 0.009 -0.077
O 3.7521 0.0164 2.5639 -0.711 0.065 -0.157
N 2.0960 1.7889 2.0243 0.185 -3.184 -1.059
C 1.9809 3.0711 2.5943 -3.024 1.594 -0.514
C 0.4245 3.5517 2.3950 3.887 -0.681 1.970
O 0.0699 4.3750 3.2054 -1.494 -0.168 -1.223
O -0.1239 2.9563 1.3853 -0.257 -0.601 -1.346
H -1.1219 -4.3451 0.2648 -0.038 -0.006 0.057
H -2.1750 -4.0309 1.6672 0.062 -0.019 -0.052
H -0.7748 -5.0949 1.8213 -0.040 0.030 -0.032
H 1.1297 -3.3135 0.1223 -0.041 0.038 0.035
H 2.5914 -1.4493 0.7662 -0.082 0.033 0.076
H 0.0559 -0.6185 4.1234 -0.032 -0.033 -0.119
H -1.4251 -2.4904 3.4644 0.035 -0.022 -0.015
H 2.4699 3.8261 1.9792 0.670 -0.343 0.115
H 2.2503 3.1541 3.6363 0.058 -0.165 0.137
F 4.6705 -0.6390 0.3618 -0.768 -0.093 0.054
Te 4.3185 1.1967 0.8671 3.108 1.449 -0.228
F 6.0320 0.8669 1.5563 0.241 -0.055 0.158
F 5.3619 1.4192 -0.6733 -0.122 0.002 -0.433
F 3.9157 2.9858 0.2588 -0.368 -0.062 -0.063
F 4.5295 2.3676 2.3780 -0.181 -0.147 0.232
O 2.7913 0.7859 -0.1625 -2.150 1.043 0.190
```
Forces are in eV/Å.

Löwdin analysis output, partial charges in e:
1. Ir 1.65
2. C -0.01
3. C -0.09
4. N -0.07
5. N 0.04
6. C -0.03
7. B -0.68
8. N 0.03
9. C -0.03
10. C -0.01
11. C -0.12
12. N -0.04
13. N 0.05
14. C -0.02
15. C -0.02
16. C -0.08
17. N -0.09
18. N -0.02
19. C -0.11
20. C -0.06
21. C -0.14
22. N 0.08
23. H 0.11
24. H 0.11
25. H 0.13
26. H 0.13
27. H 0.11
28. H 0.12
29. H 0.11
30. H 0.11
31. H 0.13
32. H 0.13
33. H 0.10
34. H 0.11
35. C -0.04
36. C -0.25
37. C -0.02
38. C -0.06
39. C -0.31
40. C -0.07
41. C -0.03
42. S 0.71
43. O -0.23
44. O -0.39
45. N -0.37
46. C -0.18
47. C -0.58
48. O 0.09
49. O -0.15
50. H 0.07
51. H 0.08
52. H 0.09
53. H 0.12
54. H 0.09
55. H 0.12
56. H 0.12
57. H 0.12
58. H 0.12
59. F -0.39
60. Te 1.87
61. F -0.36
62. F -0.37
63. F -0.41
64. F -0.37
65. O -0.69

---

# 3
A 11-piece molecular cluster, H21O11 overall, computed with ωB97M-V/def2-TZVPD.

Net charge: -1
Total energy in eV: -22862.670

Geometry as XYZ:
```
32
Properties=species:S:1:pos:R:3:forces:R:3
O -1.8022 0.9723 -3.7634 -0.933 -0.768 -0.207
H -1.2553 1.5020 -4.3371 0.498 0.309 0.423
H -1.1001 -1.6373 -2.0924 0.640 -1.486 1.869
O -0.8164 -2.1500 -1.2561 -0.405 4.448 -0.205
H 0.5054 0.4928 -1.8230 0.936 0.387 -0.144
H -1.9331 0.5699 0.0295 -1.368 -0.237 0.597
O 0.6929 -2.7519 4.3343 1.442 -0.961 -0.572
H 1.8251 1.3200 -1.8693 1.363 3.109 1.539
H -0.4298 -4.7789 0.0154 -0.768 0.291 -1.236
O -0.5271 1.9109 1.6052 1.937 0.621 -1.619
H -0.8701 -3.6264 -1.0582 -0.234 -2.473 0.806
H 0.5066 0.3421 -0.1895 11.164 0.864 -0.395
O 3.5734 -1.7931 -1.1356 -1.653 -2.381 -1.865
H 1.3308 0.9528 2.0626 1.534 2.557 2.087
H -1.6176 1.0968 -2.8306 0.437 0.411 -0.108
O -0.9475 -4.6645 -0.8224 0.928 1.535 0.604
H 0.8472 2.2549 2.6482 1.326 -0.642 0.028
H -2.7743 1.6916 0.1720 -0.247 7.936 -2.004
O -2.8173 0.8714 0.4131 0.966 -7.758 1.235
H 1.5451 -2.7621 3.8105 -1.728 0.546 0.896
O 1.4149 0.5847 -2.1930 -2.024 -3.418 -1.864
H 0.3097 -1.8775 4.3456 0.296 0.443 -0.335
H -0.7352 4.7597 0.4307 3.168 -0.431 1.805
O 0.0967 4.3783 0.9856 -4.390 0.530 -2.559
H -0.3654 3.4827 1.0325 1.381 0.265 0.743
H -0.6984 -1.2863 -0.5555 0.047 -2.108 -1.949
O 1.7052 1.7425 2.6556 -1.668 -2.109 -1.559
H 3.3744 -2.7816 -1.0547 0.659 1.862 0.384
H -1.3021 1.4750 1.7431 -4.475 -1.031 2.029
O -0.3146 0.2446 -0.1580 -11.053 -1.829 0.185
H 3.0304 -1.6715 -1.9766 0.918 0.599 1.545
H -0.4514 1.1358 0.8313 1.309 0.920 -0.151
```
Forces are in eV/Å.

Löwdin analysis output, partial charges in e:
1. O -0.05
2. H 0.03
3. H 0.09
4. O -0.17
5. H 0.01
6. H 0.02
7. O -0.09
8. H -0.01
9. H 0.02
10. O -0.17
11. H -0.01
12. H -0.13
13. O -0.13
14. H 0.08
15. H 0.02
16. O -0.20
17. H 0.01
18. H -0.07
19. O -0.01
20. H 0.07
21. O -0.03
22. H 0.02
23. H 0.09
24. O -0.18
25. H -0.02
26. H 0.11
27. O -0.17
28. H 0.06
29. H -0.03
30. O -0.21
31. H 0.05
32. H 0.00

---

Computed relative energy (zero: lowest compared OMol25 entry of this formula, charge and spin) (kcal per mole) in order:
66.8 176.2 98.3